This record from the Open Molecules 2025 dataset describes a molecular structure, C40H49Cl2MoN2O2P3 in a non-equilibrium geometry. The level of theory is the ωB97M-V functional and the def2-TZVPD basis.

Values from the calculation:
**Total energy**: -104103.416 eV
**Net charge**: +2
**HOMO energy (alpha / beta)**: -10.725 / -10.725 eV
**2S+1**: 3
**Expectation value of S²**: 2.028

Atoms and positions in Å:
Mo1 0.289 -0.742 1.148
Cl1 1.422 1.234 1.453
Cl2 -0.135 -1.167 3.470
P1 -3.778 -2.142 -0.476
P2 1.602 -2.765 1.209
P3 0.991 0.846 -3.530
O1 -2.096 1.543 4.224
O2 -2.081 -0.206 -2.317
N1 -0.351 1.866 5.749
N2 0.362 2.914 6.189
C1 0.914 0.484 -1.844
C2 0.966 -0.046 6.475
C3 3.115 0.388 -5.311
C4 -1.022 2.809 -3.660
C5 4.301 0.766 -5.944
C6 0.018 4.027 5.493
C7 2.511 -3.017 2.773
C8 -1.665 -1.356 0.971
C9 0.284 -0.478 -4.550
C10 -4.894 -0.769 -0.801
C11 -1.236 2.273 4.722
C12 4.779 2.301 -4.128
C13 2.867 -2.950 -0.075
C14 -1.197 -0.977 -1.463
C15 -1.158 4.392 -5.490
C16 2.711 1.018 -4.119
C17 3.580 1.943 -3.503
C18 0.567 5.361 5.833
C19 -0.884 3.666 4.534
C20 0.143 4.065 -5.896
C21 0.235 2.390 -4.130
C22 -3.876 -3.360 -1.785
C23 1.041 -1.283 7.111
C24 5.129 1.731 -5.359
C25 1.063 2.887 7.459
C26 -0.447 -0.206 -5.724
C27 0.636 -1.807 -4.246
C28 -1.729 3.793 -4.360
C29 -0.784 -1.243 -6.594
C30 0.850 3.091 -5.185
C31 -1.454 -0.055 6.739
C32 -4.331 -2.935 1.055
C33 0.044 -0.192 -1.014
C34 -0.129 -1.886 7.597
C35 0.279 -2.842 -5.110
C36 0.529 -4.229 1.070
C37 -0.277 0.583 6.334
C38 -1.370 -1.273 7.406
C39 -2.080 -1.506 -0.316
C40 -0.419 -2.559 -6.291
H1 2.392 -2.936 -1.064
H2 0.553 -3.870 -4.856
H3 -5.212 -0.325 0.156
H4 1.663 1.981 7.545
H5 3.566 -2.107 -0.007
H6 -0.001 5.848 6.638
H7 3.055 -2.099 3.024
H8 1.807 -3.232 3.585
H9 1.142 -5.140 1.052
H10 -4.346 -0.032 -1.406
H11 1.728 3.753 7.489
H12 -0.736 0.814 -5.976
H13 -0.688 -3.372 -6.967
H14 1.618 5.306 6.137
H15 -2.729 4.083 -4.022
H16 3.226 -3.843 2.671
H17 -3.427 -2.935 -2.693
H18 -3.613 -3.702 1.380
H19 -1.345 4.301 3.796
H20 -1.440 2.366 -2.753
H21 -0.160 -4.262 1.923
H22 -5.772 -1.150 -1.347
H23 -4.460 -2.194 1.858
H24 2.015 -1.766 7.228
H25 3.408 -3.895 0.068
H26 -3.339 -4.270 -1.478
H27 4.570 0.312 -6.902
H28 -0.060 -4.167 0.146
H29 -2.408 0.433 6.535
H30 -1.333 -1.025 -7.515
H31 -1.580 -0.007 -3.133
H32 0.496 6.003 4.948
H33 2.490 -0.377 -5.774
H34 5.435 3.039 -3.660
H35 1.216 -2.015 -3.342
H36 0.366 2.942 8.309
H37 -5.303 -3.418 0.863
H38 3.303 2.410 -2.554
H39 -0.822 -1.858 -2.012
H40 1.834 0.842 -1.346
H41 -0.067 -2.847 8.120
H42 -2.330 -1.658 1.788
H43 0.613 4.553 -6.753
H44 1.874 2.868 -5.474
H45 -2.288 -1.744 7.772
H46 1.859 0.435 6.067
H47 -4.941 -3.590 -1.950
H48 6.054 2.029 -5.857
H49 -1.718 5.139 -6.050

***

This record from the Open Molecules 2025 dataset describes a molecular structure, C40H49FN5O6P3Ti in a non-equilibrium geometry. The level of theory is the ωB97M-V functional and the def2-TZVPD basis.

Values from the calculation:
**Total energy**: -115715.874 eV
**Net charge**: 0
**HOMO energy (alpha / beta)**: -4.529 / -7.290 eV
**2S+1**: 3
**Relative energy (zero: lowest compared OMol25 entry of this formula, charge and spin)**: 51.3 kJ/mol
**Expectation value of S²**: 2.035

Atoms and positions in Å:
Ti1 -0.226 -0.145 0.313
P1 2.257 -1.328 0.392
P2 0.367 0.228 -2.903
P3 -0.126 -2.372 -1.723
F1 1.305 3.989 5.234
O1 0.770 -1.347 -2.591
O2 0.068 1.456 0.974
O3 -0.568 -1.982 -0.376
O4 -3.681 1.294 -0.879
O5 0.073 0.952 -1.667
O6 -1.992 0.072 -0.118
N1 -2.634 4.510 1.447
N2 -0.872 0.283 -3.998
N3 1.789 0.726 -3.599
N4 -1.458 -2.588 -2.723
N5 0.914 -3.662 -1.640
C1 -3.197 5.809 1.115
C2 -2.760 -2.754 -2.096
C3 -2.725 6.223 3.549
C4 4.313 2.038 -0.822
C5 3.497 1.198 -0.084
C6 0.608 -4.674 -0.653
C7 5.510 -3.646 1.589
C8 3.421 -0.158 -0.396
C9 2.765 -3.576 1.880
C10 -0.852 2.345 1.225
C11 5.061 1.538 -1.882
C12 0.327 -0.686 2.205
C13 0.735 -0.206 4.555
C14 1.875 -4.062 -2.634
C15 -1.626 5.206 3.501
C16 3.495 -4.564 2.507
C17 -2.222 0.643 -3.613
C18 0.326 4.095 4.299
C19 -0.692 3.317 2.266
C20 0.329 3.225 3.231
C21 -0.641 5.070 4.474
C22 -2.705 6.221 -0.277
C23 4.874 -4.605 2.358
C24 3.399 -2.593 1.117
C25 -1.247 -3.395 -3.907
C26 -0.760 -0.188 -5.360
C27 -1.635 4.364 2.394
C28 1.907 2.168 -3.695
C29 2.616 0.012 -4.541
C30 2.615 -0.475 3.094
C31 -2.814 6.860 2.160
C32 -2.122 2.348 0.552
C33 4.146 -0.640 -1.494
C34 4.780 -2.643 0.971
C35 -2.929 3.447 0.643
C36 4.979 0.194 -2.214
C37 1.732 -0.704 2.043
C38 -0.138 -0.411 3.496
C39 2.110 -0.226 4.356
C40 -2.645 1.182 -0.214
H1 -1.044 0.618 -6.046
H2 -1.433 -1.033 -5.539
H3 -2.606 1.389 -4.310
H4 -3.549 7.665 2.138
H5 2.901 1.586 0.734
H6 2.529 -1.058 -4.372
H7 1.064 2.439 3.141
H8 1.516 -4.904 -3.235
H9 -3.860 3.475 0.097
H10 1.690 -3.526 2.005
H11 2.089 -3.220 -3.284
H12 5.291 -1.880 0.401
H13 2.921 2.464 -3.419
H14 -2.950 5.452 -1.006
H15 -0.644 5.690 5.354
H16 -2.064 -3.219 -4.609
H17 5.574 -0.199 -3.032
H18 -1.840 7.289 1.911
H19 2.996 -5.307 3.114
H20 2.788 -0.056 5.180
H21 0.136 -5.551 -1.109
H22 -2.910 -3.765 -1.702
H23 0.259 -0.496 -5.575
H24 -3.165 7.158 -0.581
H25 -3.528 -2.550 -2.842
H26 4.368 3.089 -0.576
H27 -1.213 -4.468 -3.685
H28 0.342 -0.003 5.544
H29 5.452 -5.369 2.857
H30 -4.291 5.699 1.090
H31 -1.211 -0.362 3.674
H32 6.585 -3.674 1.475
H33 2.797 -4.367 -2.131
H34 1.690 2.529 -4.707
H35 3.654 0.306 -4.369
H36 -1.624 6.340 -0.263
H37 1.525 -4.990 -0.149
H38 1.205 2.618 -2.995
H39 -2.853 -2.031 -1.286
H40 3.684 -0.492 2.922
H41 5.713 2.189 -2.448
H42 -0.071 -4.246 0.083
H43 2.363 0.249 -5.582
H44 -0.310 -3.100 -4.379
H45 4.054 -1.684 -1.771
H46 -2.223 1.068 -2.615
H47 -2.538 6.976 4.314
H48 -2.886 -0.223 -3.624
H49 -3.673 5.723 3.777

***

This record from the Open Molecules 2025 dataset describes a molecular structure, C40H50AuBN4O5 in a non-equilibrium geometry. The level of theory is the ωB97M-V functional and the def2-TZVPD basis.

Values from the calculation:
**Total energy**: -62861.191 eV
**Net charge**: 0
**HOMO energy**: -7.883 eV
**Relative energy (zero: lowest compared OMol25 entry of this formula, charge and spin)**: 0.0 kJ/mol

Atoms and positions in Å:
Au1 -0.258 -0.071 0.153
O1 -0.801 -2.411 2.760
O2 0.311 -0.120 -1.822
O3 -2.355 0.997 0.264
O4 -1.462 1.317 -5.951
O5 1.067 1.944 -0.116
N1 1.333 -2.662 0.005
N2 2.268 -1.167 1.497
N3 -2.908 -1.657 3.183
N4 -1.596 -0.647 1.539
C1 4.582 0.981 -1.010
C2 -3.844 0.138 1.932
C3 -0.022 1.106 4.018
C4 -1.811 -0.025 -6.245
C5 0.741 -3.239 -1.175
C6 -1.071 -4.376 -2.252
C7 2.958 -2.398 1.546
C8 3.972 0.577 1.393
C9 2.843 0.041 2.033
C10 -0.594 0.578 -3.829
C11 -0.529 -3.814 -1.099
C12 -0.851 1.556 -4.767
C13 5.976 -0.573 0.399
C14 4.572 -0.028 0.140
C15 -0.489 2.895 -4.534
C16 2.810 -1.490 -3.619
C17 -2.701 -3.257 0.050
C18 4.558 1.719 1.929
C19 1.458 -3.209 -2.378
C20 1.490 -0.489 5.252
C21 1.803 3.962 -1.064
C22 -1.303 -3.860 0.199
C23 -3.927 -0.799 2.890
C24 2.303 0.647 3.170
C25 2.914 1.796 3.663
C26 0.884 -3.793 -3.502
C27 -1.380 -5.288 0.743
C28 1.102 0.076 3.884
C29 0.407 2.239 -2.365
C30 2.815 -2.549 -2.513
C31 3.915 -3.583 -2.753
C32 -2.610 0.212 1.202
C33 -1.686 -1.618 2.503
C34 0.037 0.897 -2.613
C35 0.134 3.204 -3.357
C36 -3.091 -2.679 4.210
C37 4.036 2.329 3.057
C38 2.415 -3.265 0.677
C39 1.070 2.642 -1.134
C40 -0.372 -4.374 -3.445
B1 1.229 -1.361 0.553
H1 1.979 -0.798 -3.486
H2 -3.603 -2.242 5.066
H3 -0.279 1.546 3.053
H4 -0.921 0.638 4.431
H5 -1.937 -5.939 0.064
H6 4.914 0.501 -1.933
H7 3.758 -4.104 -3.701
H8 4.894 -3.100 -2.794
H9 -0.804 -4.824 -4.331
H10 3.946 -0.863 -0.168
H11 -2.249 -0.013 -7.239
H12 6.664 0.229 0.677
H13 4.505 3.216 3.462
H14 -2.114 -3.040 4.512
H15 -2.541 -0.407 -5.528
H16 2.723 -1.947 -4.608
H17 0.741 -0.755 3.288
H18 2.429 3.957 -0.175
H19 3.794 -2.535 2.212
H20 1.868 0.297 5.912
H21 -4.653 0.812 1.703
H22 -0.382 -5.711 0.875
H23 -3.318 -3.838 -0.638
H24 2.696 -4.285 0.473
H25 -1.880 -5.300 1.715
H26 3.038 -2.041 -1.577
H27 1.087 4.783 -0.977
H28 -0.852 -0.460 -3.979
H29 -3.673 -3.516 3.824
H30 3.741 -0.920 -3.601
H31 0.623 -0.948 5.734
H32 1.426 -3.781 -4.441
H33 -3.215 -3.244 1.016
H34 -2.053 -4.832 -2.207
H35 -0.929 -0.670 -6.241
H36 2.406 4.134 -1.955
H37 3.939 -4.332 -1.959
H38 0.415 4.234 -3.177
H39 2.263 -1.253 5.156
H40 -2.655 -2.233 -0.327
H41 0.259 1.920 4.692
H42 6.371 -1.056 -0.498
H43 5.974 -1.308 1.207
H44 3.585 1.387 -1.175
H45 2.504 2.274 4.545
H46 -0.748 -3.271 0.922
H47 -0.704 3.640 -5.286
H48 5.434 2.139 1.450
H49 5.261 1.812 -0.805
H50 -4.819 -0.929 3.490

***

This record from the Open Molecules 2025 dataset describes 10 unconnected molecules or ions with the total composition C40H50F30O20 in a non-equilibrium geometry. The level of theory is the ωB97M-V functional and the def2-TZVPD basis.

Values from the calculation:
**Total energy**: -164766.408 eV
**Net charge**: 0
**HOMO energy**: -10.736 eV
**Relative energy (zero: lowest compared OMol25 entry of this formula, charge and spin)**: 326.2 kJ/mol
**SMILES**: CCOC(=O)C(F)(F)F.CCOC(=O)C(F)(F)F.CCOC(=O)C(F)(F)F.CCOC(=O)C(F)(F)F.CCOC(=O)C(F)(F)F.CCOC(=O)C(F)(F)F.CCOC(=O)C(F)(F)F.CCOC(=O)C(F)(F)F.CCOC(=O)C(F)(F)F.CCOC(=O)C(F)(F)F

Atoms and positions in Å:
F1 -17.367 -16.185 -19.920
F2 -15.641 -12.231 -17.934
F3 -22.249 -21.947 -17.492
F4 -15.276 -16.846 -13.165
F5 -17.772 -22.915 -15.503
F6 -9.698 -24.197 -11.160
F7 -18.435 -17.028 -18.208
F8 -13.638 -14.389 -5.939
F9 -9.549 -22.309 -12.190
F10 -18.185 -14.936 -18.373
F11 -21.295 -21.875 -13.350
F12 -21.117 -23.961 -12.520
F13 -14.072 -12.198 -19.496
F14 -19.823 -20.036 -11.031
F15 -16.537 -17.951 -11.825
F16 -21.259 -20.098 -17.972
F17 -9.857 -22.399 -10.065
F18 -18.107 -13.853 -10.051
F19 -15.447 -13.473 -6.732
F20 -21.362 -21.379 -10.488
F21 -20.621 -19.957 -8.964
F22 -13.898 -11.054 -17.687
F23 -13.625 -13.355 -7.879
F24 -18.434 -21.032 -14.775
F25 -20.888 -21.062 -16.089
F26 -15.223 -19.027 -13.233
F27 -18.860 -12.132 -11.213
F28 -20.775 -23.451 -14.635
F29 -19.736 -14.069 -11.591
F30 -16.696 -22.079 -13.813
O1 -23.334 -18.937 -17.027
O2 -15.186 -21.060 -15.534
O3 -17.328 -14.904 -12.628
O4 -22.803 -19.039 -9.756
O5 -16.886 -20.595 -16.951
O6 -17.182 -12.665 -12.936
O7 -22.080 -18.522 -11.855
O8 -23.965 -22.829 -13.271
O9 -20.167 -17.082 -20.448
O10 -12.154 -21.904 -12.066
O11 -23.461 -20.399 -15.324
O12 -16.694 -18.116 -15.285
O13 -20.423 -14.953 -19.765
O14 -14.261 -16.573 -7.389
O15 -13.317 -14.363 -18.206
O16 -15.599 -15.300 -8.635
O17 -14.033 -13.608 -16.246
O18 -23.308 -24.368 -14.642
O19 -12.407 -23.846 -10.941
O20 -18.286 -18.125 -13.702
C1 -14.301 -12.212 -18.185
C2 -24.779 -25.569 -16.105
C3 -13.081 -15.713 -17.655
C4 -19.841 -15.974 -19.815
C5 -18.565 -13.444 -11.276
C6 -24.710 -24.579 -14.961
C7 -16.048 -17.973 -13.072
C8 -16.317 -16.549 -8.896
C9 -17.682 -12.902 -15.330
C10 -24.889 -18.283 -11.022
C11 -22.007 -19.097 -10.787
C12 -18.430 -16.047 -19.120
C13 -23.013 -19.967 -16.439
C14 -13.778 -13.474 -17.406
C15 -16.011 -19.917 -17.781
C16 -17.088 -18.080 -14.180
C17 -16.337 -21.075 -15.895
C18 -19.798 -16.790 -15.072
C19 -14.296 -16.621 -17.689
C20 -11.737 -22.962 -11.398
C21 -21.596 -17.033 -20.925
C22 -14.314 -14.157 -7.017
C23 -23.871 -17.957 -9.940
C24 -25.847 -20.060 -15.413
C25 -10.195 -22.971 -11.205
C26 -14.706 -15.494 -7.694
C27 -16.061 -20.405 -19.171
C28 -17.550 -13.762 -12.355
C29 -13.684 -21.798 -12.252
C30 -14.358 -21.576 -10.904
C31 -21.864 -20.780 -16.991
C32 -16.593 -12.855 -14.262
C33 -23.076 -23.384 -13.809
C34 -19.337 -18.197 -14.777
C35 -17.150 -16.859 -7.666
C36 -21.546 -23.177 -13.593
C37 -24.539 -19.660 -14.726
C38 -20.906 -20.126 -10.308
C39 -17.345 -21.804 -14.929
C40 -21.705 -16.391 -22.264
H1 -13.812 -20.811 -10.353
H2 -14.963 -16.357 -16.851
H3 -14.695 -16.626 -18.731
H4 -16.145 -18.797 -17.732
H5 -25.918 -19.557 -16.374
H6 -24.467 -19.825 -13.696
H7 -15.364 -21.369 -11.135
H8 -16.970 -16.329 -9.780
H9 -21.261 -15.378 -22.280
H10 -20.212 -16.147 -14.234
H11 -24.572 -25.048 -17.009
H12 -13.980 -22.694 -12.798
H13 -17.066 -20.260 -19.660
H14 -21.812 -18.115 -20.998
H15 -18.405 -12.120 -15.192
H16 -15.997 -13.812 -14.158
H17 -13.779 -20.944 -12.925
H18 -25.912 -21.104 -15.449
H19 -17.177 -12.576 -16.256
H20 -25.292 -19.270 -10.914
H21 -14.970 -19.982 -17.483
H22 -15.870 -12.008 -14.378
H23 -24.289 -18.022 -8.918
H24 -12.251 -16.072 -18.262
H25 -13.779 -17.548 -17.403
H26 -15.771 -21.353 -19.338
H27 -20.102 -18.725 -14.288
H28 -15.322 -19.839 -19.791
H29 -14.313 -22.481 -10.362
H30 -15.709 -17.292 -9.290
H31 -17.665 -17.826 -7.934
H32 -26.581 -19.635 -14.733
H33 -25.813 -25.975 -16.170
H34 -22.186 -16.586 -20.125
H35 -25.141 -23.634 -15.143
H36 -24.460 -18.165 -12.002
H37 -22.756 -16.383 -22.515
H38 -24.368 -18.559 -14.804
H39 -17.832 -15.994 -7.486
H40 -18.907 -18.737 -15.617
H41 -24.063 -26.364 -15.981
H42 -16.557 -17.074 -6.820
H43 -12.698 -15.576 -16.632
H44 -25.270 -24.918 -14.115
H45 -23.291 -17.048 -10.093
H46 -18.058 -13.896 -15.369
H47 -25.685 -17.531 -10.886
H48 -21.150 -16.991 -23.015
H49 -20.518 -16.811 -15.880
H50 -18.995 -16.110 -15.383

***

- What is the formula in the first record?
  C40H49Cl2MoN2O2P3

***

- What is the total energy in the third record?
  -62861.191 eV

***

- Which of these has the highest total energy?
  C40H50AuBN4O5